The following is a quantum chemistry calculation of a structure of composition C16H17Cl2F5O2W in a non-equilibrium geometry, from the OMol25 dataset.

The HOMO-LUMO gap (spin up / spin down) comes out at 6.72 / 6.72 eV. Its HOMO energy (spin up / spin down) is -8.1906 / -8.1854 eV. The calculation puts the energy at -2257.13089 hartree. The value obtained for the relative energy (zero: lowest compared OMol25 entry of this formula, charge and spin) is 27.9 kJ/mol. Its maximum force is 0.14213 hartree/bohr.

```
! RIJCOSX wB97M-V def2-TZVPD def2/J DEFGRID3
* xyz 0 1
C 0.24 -1.64 -1.80
C 1.13 -0.55 -2.09
C 0.34 0.68 -2.05
C 2.50 -0.75 -2.66
C -0.97 0.31 -1.63
C -1.03 -1.11 -1.53
C -2.26 -1.94 -1.43
C 0.55 -3.08 -1.88
C 0.64 1.96 -2.76
C -2.16 1.20 -1.65
W 1.05 0.25 0.08
Cl 2.74 1.70 -0.02
Cl 1.67 -1.87 0.85
O -0.51 0.37 0.91
H 3.07 -1.44 -2.02
H 3.05 0.18 -2.66
H 2.44 -1.13 -3.70
H 1.67 1.96 -3.08
H 0.49 2.80 -2.10
H -0.01 2.08 -3.64
H -1.97 2.18 -1.19
H -3.02 0.77 -1.12
H -2.43 1.38 -2.69
H -3.11 -1.39 -1.02
H -2.12 -2.78 -0.73
H -2.51 -2.33 -2.43
H 1.62 -3.27 -1.95
H 0.06 -3.48 -2.78
H 0.19 -3.64 -1.00
H -2.28 -1.17 1.46
O -2.97 -1.74 1.84
H -2.38 -2.43 2.20
F 0.44 -1.16 3.42
C 0.64 0.17 3.56
C 0.85 1.01 2.44
C 0.75 2.39 2.72
F 0.74 3.31 1.72
C 0.54 2.92 4.02
F 0.39 4.26 4.18
C 0.53 2.04 5.10
F 0.38 2.52 6.36
C 0.58 0.67 4.87
F 0.44 -0.21 5.89
*
```

The following is a quantum chemistry calculation of a cluster of 10 separate species, C28H60BF16N7O14S2 in total in a non-equilibrium geometry, from the OMol25 dataset.

The HOMO-LUMO gap comes out at 1.69 eV. Its HOMO energy is -8.3803 eV. The calculation puts the energy at -4957.83000 hartree. Its maximum force is 0.10858 hartree/bohr.

```
! RIJCOSX wB97M-V def2-TZVPD def2/J DEFGRID3
* xyz 2 1
C 1.67 -2.54 -1.34
F 1.51 -3.41 -2.36
F 1.41 -3.23 -0.23
F 2.87 -1.97 -1.35
S 0.35 -1.12 -1.58
O 0.84 -0.37 -2.74
O -0.93 -1.74 -1.86
N 0.58 -0.36 0.00
S -0.68 0.56 0.09
O -0.98 1.50 -0.97
O -1.88 -0.18 0.49
C -0.29 1.82 1.57
F -1.39 2.09 2.24
F 0.58 1.23 2.38
F 0.31 2.99 1.15
C -0.01 5.96 -0.57
C -1.32 5.58 0.10
O -2.22 4.95 -0.41
N -1.58 6.16 1.54
H -0.74 6.69 1.75
H -2.32 6.84 1.48
C -2.02 5.16 2.58
H -0.02 5.96 -1.66
H 0.75 5.39 -0.03
H 0.28 6.97 -0.26
H -2.84 4.66 2.06
H -2.28 5.70 3.49
H -1.16 4.51 2.75
C -4.06 -2.55 0.11
C -5.55 -2.77 0.17
O -6.32 -2.38 -0.72
N -5.95 -3.30 1.59
H -5.17 -3.70 2.10
H -6.46 -2.67 2.20
C -7.08 -4.41 1.33
H -3.64 -3.34 -0.51
H -3.49 -2.40 1.03
H -3.96 -1.63 -0.46
H -7.93 -3.86 0.92
H -7.41 -4.80 2.30
H -6.52 -5.07 0.67
C -0.71 -2.50 -4.98
C 0.67 -2.54 -5.50
O 1.29 -3.56 -5.53
N 1.29 -1.25 -6.11
H 0.82 -0.38 -5.90
H 2.24 -1.18 -5.77
C 1.16 -1.44 -7.61
H -1.29 -2.85 -5.84
H -0.97 -1.50 -4.64
H -0.93 -3.24 -4.20
H 1.57 -0.53 -8.05
H 0.10 -1.46 -7.86
H 1.83 -2.25 -7.88
C 3.89 2.53 2.07
C 3.23 1.82 0.88
O 3.03 2.48 -0.17
N 2.93 0.32 1.06
H 2.91 0.23 2.07
H 2.01 0.08 0.75
C 4.12 -0.49 0.52
H 4.83 2.03 2.30
H 3.18 2.63 2.89
H 4.23 3.54 1.84
H 4.34 -0.21 -0.51
H 3.93 -1.55 0.63
H 5.00 -0.31 1.14
C 4.73 3.81 -5.08
C 3.54 3.86 -4.25
O 3.40 4.77 -3.43
N 2.41 2.87 -4.54
H 1.91 3.11 -5.38
H 2.84 1.97 -4.73
C 1.53 2.60 -3.25
H 5.29 2.90 -4.86
H 5.34 4.71 -5.03
H 4.40 3.58 -6.09
H 1.20 3.60 -2.96
H 2.13 2.22 -2.42
H 0.67 1.98 -3.47
C -0.37 -2.36 2.50
C -0.43 -1.95 3.95
O -1.43 -1.39 4.34
N 0.71 -2.41 4.84
H 1.50 -2.00 4.35
H 0.37 -1.95 5.67
C 0.72 -3.99 5.01
H -1.16 -1.96 1.86
H -0.50 -3.44 2.49
H 0.61 -2.29 2.03
H -0.34 -4.24 4.93
H 1.13 -4.27 5.98
H 1.20 -4.48 4.17
C 1.74 5.90 3.24
O 0.70 5.65 4.21
O 1.31 6.88 2.40
C 3.06 6.17 4.15
F 3.86 7.20 3.69
F 2.77 6.66 5.31
F 3.80 5.11 4.34
C 0.57 4.34 4.74
C -0.57 4.26 5.78
H -0.34 4.72 6.74
H -1.47 4.83 5.54
H -0.96 3.27 6.01
H 1.40 4.07 5.39
H 0.47 3.58 3.97
H 1.80 4.94 2.73
C -4.25 -7.24 -2.47
O -3.01 -6.70 -1.93
O -4.84 -8.14 -1.58
C -5.21 -6.06 -3.04
F -4.56 -5.34 -3.98
F -6.33 -6.60 -3.57
F -5.47 -5.22 -2.09
C -2.03 -6.05 -2.82
C -0.91 -5.40 -1.93
H -1.18 -5.05 -0.94
H -0.18 -6.12 -1.56
H -0.35 -4.66 -2.50
H -2.43 -5.35 -3.55
H -1.46 -6.71 -3.47
H -3.90 -7.84 -3.31
B 3.39 -1.18 3.84
F 2.73 0.03 3.78
F 2.75 -2.04 2.96
F 4.68 -0.84 3.59
F 3.39 -1.66 5.08
*
```

> Which value of maximum force does entry 2 give?

0.10858 hartree/bohr

> Which of these has the lowest energy?

C28H60BF16N7O14S2